# 1
99
Properties=species:S:1:pos:R:3:mulliken_charge:R:1 method="wB97M-V/def2-TZVPD" charge=+1 homo_energy_ha="-0.3660 / -0.3289" multiplicity=1 lumo_energy_ev="-3.162 / -3.103"
O 0.8428 -1.6352 -1.1038 -0.427
O 0.7871 -0.3766 -6.2381 -0.320
C 2.2419 -1.8697 -1.2788 -0.473
C 2.7887 -3.0074 -0.4497 -0.938
H 2.7761 -0.9565 -1.0460 0.544
H 2.4008 -2.0413 -2.3425 0.275
H 2.6069 -2.8637 0.6173 0.077
H 3.8818 -3.0717 -0.5810 0.490
H 2.3839 -3.9815 -0.7378 0.270
C -0.0542 -2.7173 -1.3096 0.869
C -0.0322 -3.3119 -2.7005 -1.623
H -1.0567 -2.3626 -1.0917 -0.523
H 0.1841 -3.4867 -0.5795 0.081
H -0.4713 -2.6265 -3.4241 0.313
H -0.6599 -4.2195 -2.7162 0.432
H 0.9606 -3.6074 -3.0339 0.407
C -0.2358 0.2513 -7.0308 -0.223
C 1.7680 -1.1159 -6.9801 -0.206
C -1.5458 -0.5007 -6.9056 -1.145
H 0.0650 0.3696 -8.0836 0.397
H -0.3750 1.2736 -6.6516 0.263
H -1.4640 -1.5267 -7.2787 0.330
H -2.3389 -0.0034 -7.4657 0.397
H -1.8604 -0.5534 -5.8581 0.125
C 1.2096 -2.2718 -7.7939 -1.215
H 2.4897 -1.5046 -6.2527 0.280
H 2.3358 -0.4290 -7.6258 0.300
H 0.6274 -2.9582 -7.1699 0.254
H 2.0172 -2.8506 -8.2489 0.406
H 0.5627 -1.9267 -8.6056 0.320
H 1.4027 1.6080 -4.3796 0.202
N -0.9366 -1.0922 1.5155 1.465
C -1.6633 -0.3640 2.5844 1.352
C -2.3002 0.8187 2.2313 -1.459
C -2.2795 1.6186 1.1377 1.067
C -1.9346 -1.0348 3.8263 -2.084
H -1.0672 -1.5205 4.2928 0.463
H -2.7206 -1.7636 3.7474 0.217
H -2.2568 -0.2720 4.5736 0.523
C -3.1779 2.8206 1.0801 -1.733
H -3.8326 2.8037 0.1999 0.336
H -2.6064 3.7574 1.0646 0.220
H -3.8462 2.8876 1.9553 0.458
N -1.5356 1.4119 0.0564 0.214
C -0.5110 -2.3482 1.8019 1.110
C 0.6378 -2.6999 2.4959 0.349
C 1.6022 -1.7685 3.1186 -0.985
C 0.8882 -4.0768 2.7002 -0.750
H 1.7953 -4.3771 3.2347 0.472
C 0.0022 -5.0446 2.2793 -1.030
H 0.2135 -6.0980 2.4578 0.446
C -1.1768 -4.6627 1.6670 -0.806
H -1.8964 -5.4339 1.3727 0.503
C -1.4744 -3.3132 1.4313 0.838
C -2.8022 -3.0011 0.8035 -1.799
C -1.7705 1.9544 -1.2450 -0.788
C -1.2188 3.2000 -1.5905 1.305
C -0.2640 3.9317 -0.6914 -1.557
C -1.5538 3.7488 -2.8242 -0.806
H -1.1298 4.7142 -3.1198 0.451
C -2.4138 3.0950 -3.6938 -0.961
H -2.6636 3.5434 -4.6553 0.496
C -2.9572 1.8735 -3.3307 -1.097
H -3.6432 1.3708 -4.0203 0.416
C -2.6544 1.2820 -2.1111 1.193
C -3.2799 -0.0306 -1.7436 -0.734
Bi 0.0995 0.0524 -0.1242 1.319
H 2.5551 -1.7119 2.5959 0.305
H 1.8095 -2.0348 4.1613 0.480
H 1.2000 -0.7219 3.1819 -0.131
H -2.8692 -1.9933 0.3844 -0.036
H -3.6199 -3.1202 1.5344 0.403
H -3.0177 -3.6933 -0.0288 0.440
H 0.2923 4.7228 -1.2227 0.426
H 0.4809 3.2424 -0.2866 0.310
H -0.7679 4.4045 0.1621 0.305
H -3.7663 0.0181 -0.7624 0.288
H -2.5206 -0.8222 -1.6966 -0.103
H -4.0535 -0.3514 -2.4672 0.483
H -2.9660 1.1225 3.0475 0.333
C 1.4626 2.6857 -4.1934 -0.068
Si 2.9550 3.5091 -4.9657 0.252
H 0.5843 3.0729 -4.6999 0.029
H 1.3714 3.0023 -3.1496 -0.088
C 4.4795 2.4232 -4.9435 -0.986
C 3.3831 5.0897 -4.0632 -1.075
C 2.5951 4.0284 -6.7305 -1.056
H 3.3946 4.6655 -7.1236 0.341
H 1.6614 4.5961 -6.7900 0.339
H 2.5064 3.1682 -7.3995 0.307
H 4.8462 2.2707 -3.9235 0.315
H 5.2947 2.8796 -5.5156 0.299
H 4.2819 1.4409 -5.3814 0.285
H 3.4027 4.9335 -2.9821 0.315
H 2.6544 5.8757 -4.2798 0.313
H 4.3670 5.4632 -4.3636 0.300
O 0.0063 0.0335 4.5593 -0.542
C 0.0073 0.0021 3.3550 0.359
N 0.0791 0.0893 2.1112 -0.702

# 2
99
Properties=species:S:1:pos:R:3:mulliken_charge:R:1 method="wB97M-V/def2-TZVPD" charge=0 homo_energy_ha=-0.2142 e_above_lowest_kcal_mol=22.0 multiplicity=1 lumo_energy_ev=-0.306
O 0.6702 2.9403 2.1123 -0.114
O 2.7730 3.5100 1.3038 -0.175
C -0.4507 3.8886 1.9434 -0.104
C -1.7778 3.1848 1.8249 -1.542
H -0.2135 4.4433 1.0308 0.359
H -0.4191 4.5793 2.7954 0.258
H -1.7342 2.3219 1.1475 0.121
H -2.5153 3.8832 1.4089 0.444
H -2.1567 2.8565 2.7964 0.604
C 0.5547 1.9032 3.1861 0.495
C 1.2565 2.3481 4.4375 -1.395
H 0.9939 0.9987 2.7517 -0.067
H -0.5129 1.7294 3.3400 0.005
H 2.3270 2.5104 4.2506 0.295
H 1.1541 1.5693 5.2011 0.434
H 0.8012 3.2658 4.8349 0.331
C 3.5367 2.4686 0.6390 -0.227
C 2.8627 4.8257 0.6729 -0.342
C 3.2378 1.1218 1.2373 -0.855
H 4.5934 2.7365 0.7714 0.347
H 3.3192 2.4794 -0.4408 0.274
H 3.3372 1.1240 2.3316 0.280
H 3.9505 0.3892 0.8383 0.391
H 2.2372 0.7720 0.9509 -0.002
C 2.9623 5.8846 1.7377 -1.232
H 1.9647 4.9549 0.0489 0.236
H 3.7466 4.8242 0.0214 0.509
H 2.0999 5.8648 2.4159 0.241
H 2.9917 6.8652 1.2554 0.430
H 3.8812 5.7545 2.3187 0.325
H 1.6925 3.2183 1.7597 0.635
N -2.1785 -2.4195 0.3993 0.833
C -2.3731 -3.7062 0.2217 0.567
C -1.5331 -4.5420 -0.5371 -1.189
C -0.2922 -4.2050 -1.1174 1.475
C -3.5663 -4.4295 0.8179 -1.967
H -4.1661 -3.7721 1.4572 0.221
H -3.2127 -5.2830 1.4152 0.422
H -4.2105 -4.8050 0.0078 0.343
C 0.5508 -5.3731 -1.5917 -1.555
H 1.5595 -5.3383 -1.1554 0.277
H 0.6451 -5.3778 -2.6868 0.162
H 0.0688 -6.3030 -1.2785 0.483
N 0.1252 -2.9755 -1.2651 0.945
C -2.4907 -1.7025 1.5381 -0.994
C -3.5230 -0.7226 1.5079 1.094
C -4.3813 -0.5721 0.2927 -0.962
C -3.7363 0.0828 2.6199 -0.843
H -4.5147 0.8478 2.5693 0.358
C -2.9914 -0.0934 3.7876 -0.786
H -3.1812 0.5404 4.6562 0.452
C -2.0243 -1.0987 3.8491 -0.910
H -1.4582 -1.2686 4.7678 0.390
C -1.7667 -1.9085 2.7505 1.528
C -0.7517 -3.0035 2.8430 -1.553
C 1.3348 -2.5471 -1.7848 -1.563
C 1.4822 -2.3054 -3.1816 1.885
C 0.4437 -2.7821 -4.1484 -1.710
C 2.6058 -1.6262 -3.6427 -0.659
H 2.6781 -1.3996 -4.7082 0.391
C 3.6258 -1.2508 -2.7658 -1.234
H 4.4976 -0.7111 -3.1389 0.391
C 3.5433 -1.5901 -1.4136 -0.530
H 4.3623 -1.3572 -0.7295 0.519
C 2.4219 -2.2410 -0.9112 0.672
C 2.3340 -2.6038 0.5392 -1.090
Hg -1.9646 -0.8616 -2.3376 1.483
H -5.2976 -0.0262 0.5516 0.438
H -4.6676 -1.5426 -0.1333 0.061
H -3.8700 0.0017 -0.4969 -0.005
H -0.0890 -3.0201 1.9691 0.019
H -1.2247 -3.9948 2.9164 0.296
H -0.1385 -2.8687 3.7424 0.410
H 0.5710 -2.2725 -5.1124 0.383
H -0.5820 -2.5878 -3.8008 0.235
H 0.5258 -3.8651 -4.3315 0.294
H 2.0211 -3.6488 0.6800 0.389
H 1.6180 -1.9641 1.0760 -0.062
H 3.3118 -2.4787 1.0220 0.487
H -1.8505 -5.5753 -0.6380 0.195
C -0.5916 0.4519 -1.7329 0.521
Si -0.2634 1.8583 -2.9432 0.356
H 0.3535 -0.0977 -1.5562 -0.664
H -0.8889 0.8598 -0.7533 -0.503
C -0.9342 3.4763 -2.2607 -0.585
C -1.0276 1.5859 -4.6405 -1.085
C 1.5892 2.0642 -3.1537 -0.750
H 1.8319 2.2548 -4.2088 0.351
H 2.1406 1.1704 -2.8372 -0.007
H 1.9544 2.9159 -2.5623 0.292
H -2.0342 3.4802 -2.2516 0.306
H -0.5971 4.3143 -2.8905 0.321
H -0.5806 3.6599 -1.2354 -0.225
H -2.1193 1.4656 -4.5830 0.326
H -0.6108 0.6998 -5.1415 0.285
H -0.8226 2.4609 -5.2793 0.334
S -5.3199 -4.0505 -2.2982 -0.459
C -4.1928 -3.0102 -2.6730 0.516
N -3.3410 -2.2278 -3.0128 -0.777

# 3
98
Properties=species:S:1:pos:R:3:mulliken_charge:R:1 method="wB97M-V/def2-TZVPD" charge=0 homo_energy_ha=-0.2709 e_above_lowest_kcal_mol=0.0 multiplicity=1 lumo_energy_ev=-0.058
O 0.6360 -2.5029 -1.2571 -0.064
O -1.3523 -2.9157 -5.3751 -0.308
C 1.7813 -2.4147 -2.1482 0.349
C 2.8909 -3.3416 -1.7377 -1.085
H 2.0881 -1.3636 -2.1472 -0.242
H 1.3964 -2.6180 -3.1541 0.109
H 3.3343 -3.0455 -0.7806 0.136
H 3.6628 -3.2692 -2.5066 0.405
H 2.5648 -4.3822 -1.6732 0.370
C -0.2286 -3.6812 -1.4171 -0.258
C 0.0012 -4.5070 -2.6531 -1.219
H -1.2445 -3.2592 -1.4182 0.258
H -0.1141 -4.2676 -0.4916 0.396
H -0.1666 -3.9467 -3.5724 0.188
H -0.7391 -5.3033 -2.6637 0.384
H 0.9821 -4.9766 -2.7088 0.332
C -2.4127 -2.3312 -4.5724 0.331
C -0.7412 -1.9750 -6.2741 0.084
C -3.5379 -3.3693 -4.5308 -1.311
H -2.7874 -1.3798 -5.0192 0.451
H -2.0099 -2.0648 -3.5647 -0.199
H -3.8014 -3.7123 -5.5404 0.288
H -4.4451 -2.9510 -4.0933 0.388
H -3.2555 -4.2514 -3.9447 0.283
C -0.9803 -2.3797 -7.7345 -1.420
H 0.3365 -2.0058 -6.0473 0.292
H -1.1208 -0.9365 -6.1575 0.090
H -0.6604 -3.4026 -7.9720 0.334
H -0.4042 -1.7042 -8.3697 0.407
H -2.0320 -2.2745 -8.0367 0.294
H -1.3572 1.7503 -3.7313 0.187
N 1.6719 0.8335 1.1161 0.316
C 1.5514 2.1212 1.4104 0.443
C 0.3869 2.8644 1.1556 -1.109
C -0.9214 2.4251 0.9010 0.629
C 2.7400 2.8735 1.9775 -1.547
H 3.5886 2.9052 1.2735 0.261
H 3.0982 2.4234 2.9157 0.268
H 2.4410 3.9048 2.1969 0.458
C -1.9921 3.4823 0.7322 -1.630
H -2.6329 3.5553 1.6261 0.327
H -2.6456 3.2713 -0.1287 0.228
H -1.5239 4.4580 0.5764 0.465
N -1.2877 1.1548 0.8496 0.532
C 2.8825 0.1227 1.3557 -0.397
C 3.8242 -0.0108 0.3110 1.502
C 3.6260 0.6727 -1.0032 -1.902
C 4.9617 -0.7953 0.5152 -0.705
H 5.6817 -0.9036 -0.2972 0.453
C 5.1855 -1.4264 1.7458 -0.864
H 6.0903 -2.0126 1.9048 0.413
C 4.2816 -1.2341 2.7921 -1.064
H 4.4536 -1.6806 3.7652 0.426
C 3.1326 -0.4636 2.6145 1.347
C 2.1583 -0.2852 3.7404 -1.060
C -2.5976 0.7438 1.1860 -0.101
C -3.5054 0.4451 0.1491 1.248
C -3.1065 0.6171 -1.2830 -1.486
C -4.7981 0.0511 0.4764 -0.754
H -5.4982 -0.1645 -0.3269 0.476
C -5.1993 -0.0386 1.8125 -0.893
H -6.2291 -0.3241 2.0441 0.391
C -4.3027 0.3048 2.8243 -0.970
H -4.6025 0.2840 3.8757 0.383
C -3.0065 0.7086 2.5391 0.787
C -2.0512 1.0433 3.6369 -0.869
Pb 0.0653 -1.0471 0.5393 1.426
H 3.6938 -0.0541 -1.8248 0.444
H 4.4053 1.4352 -1.1772 0.422
H 2.6558 1.1791 -1.0728 0.009
H 1.8753 0.7685 3.8693 0.195
H 2.6006 -0.6283 4.6859 0.472
H 1.2436 -0.8738 3.5671 0.118
H -3.6112 -0.1334 -1.9076 0.443
H -2.0228 0.5255 -1.4324 -0.114
H -3.3989 1.6117 -1.6607 0.354
H -1.1646 0.3975 3.6145 -0.020
H -2.5314 0.9022 4.6138 0.453
H -1.7441 2.0956 3.5776 0.248
H 0.4949 3.9404 1.2103 0.252
C -0.3356 1.4092 -3.8080 -0.081
Si 0.4663 3.0987 -4.0570 0.302
H -0.2200 0.6514 -4.6374 -0.094
H -0.1241 0.8936 -2.8565 -0.026
C 1.7919 3.1969 -5.3825 -1.032
C 1.0532 3.7494 -2.3822 -0.390
C -1.1002 4.0915 -4.5103 -1.216
H -1.8470 3.4673 -5.0203 0.377
H -0.8696 4.9312 -5.1745 0.363
H -1.5760 4.4958 -3.6080 0.296
H 2.7487 2.7998 -5.0232 0.292
H 1.9685 4.2432 -5.6631 0.306
H 1.5027 2.6624 -6.2963 0.330
H 1.8373 3.1251 -1.9354 0.037
H 0.2019 3.8147 -1.6780 -0.064
H 1.4563 4.7714 -2.4945 0.448
N -1.0502 -2.5992 3.5147 -0.580
C -0.6042 -2.0657 2.5666 -0.223